Entry from OMol25: a 5-piece molecular cluster, C43H41BBr3ClIN2O12S overall (the ωB97M-V functional and the def2-TZVPD basis).

XYZ file:
```
105
Properties=species:S:1:pos:R:3
C -0.625 -3.919 4.977
C -1.095 -2.899 4.095
C -1.688 -1.619 3.194
C -1.395 -1.977 1.626
C -2.407 -3.190 1.070
C -3.577 -3.901 2.013
C -2.985 -5.327 2.654
O -3.624 -6.056 3.575
Br -1.159 -5.958 2.026
C -2.336 -3.758 -0.498
C -3.281 -4.952 -1.103
C -4.466 -4.449 -2.125
C -5.743 -3.728 -1.389
C -5.619 -2.065 -1.486
S -7.315 -1.366 -1.098
O -7.843 -1.907 0.255
O -8.272 -1.885 -2.240
Cl -7.207 0.715 -1.230
C -1.171 -3.003 -1.386
I -0.963 -3.647 -3.504
C -0.216 -1.798 -0.730
B 0.827 -1.178 -1.854
O 2.064 -1.909 -2.285
N 0.471 0.206 -2.415
C 0.077 0.136 -3.874
C 1.766 1.021 -2.328
N -0.329 -1.311 0.726
C 0.515 -0.192 1.280
Br 1.681 -0.765 2.862
C -0.435 1.135 1.669
C -0.141 2.321 0.543
Br 0.370 1.834 3.401
H 0.157 -4.487 5.678
H -1.150 -0.679 3.623
H -2.853 -1.448 3.394
H -4.474 -4.226 1.312
H -4.031 -3.188 2.821
H -2.566 -5.651 -1.747
H -3.774 -5.652 -0.299
H -4.084 -3.722 -2.984
H -4.908 -5.394 -2.704
H -6.720 -4.010 -2.008
H -5.944 -4.106 -0.293
H -5.241 -1.839 -2.589
H -4.784 -1.757 -0.692
H 2.397 -2.343 -1.430
H 0.334 -0.898 -4.365
H -1.082 0.385 -3.982
H 0.637 0.999 -4.462
H 2.342 0.788 -1.319
H 1.574 2.177 -2.415
H 2.442 0.697 -3.232
H 1.316 0.273 0.574
H -1.568 0.854 1.767
H 1.043 2.440 0.457
H -0.563 3.370 0.843
H -0.512 1.916 -0.491
C 6.979 2.253 4.610
C 6.625 1.928 3.363
C 5.247 1.504 3.044
O 4.923 1.204 1.903
C 4.276 1.456 4.155
C 4.630 1.782 5.402
C 6.008 2.205 5.721
O 6.333 2.506 6.862
H 7.986 2.565 4.861
H 7.326 1.958 2.537
H 3.270 1.144 3.903
H 3.930 1.751 6.228
C 3.618 6.594 -0.631
C 3.055 5.386 -0.730
C 2.322 4.980 -1.946
O 1.805 3.875 -2.037
C 2.238 5.959 -3.048
C 2.801 7.167 -2.948
C 3.533 7.573 -1.733
O 4.051 8.678 -1.642
H 4.158 6.908 0.253
H 3.109 4.656 0.069
H 1.697 5.645 -3.932
H 2.747 7.897 -3.747
C -2.598 6.916 5.917
C -2.237 6.697 4.649
C -1.184 5.720 4.310
O -0.851 5.521 3.150
C -0.547 4.993 5.426
C -0.908 5.211 6.694
C -1.961 6.189 7.033
O -2.293 6.388 8.194
H -3.368 7.630 6.183
H -2.695 7.222 3.820
H 0.223 4.279 5.160
H -0.450 4.686 7.524
C 1.850 -7.094 -7.562
C 0.933 -6.359 -6.924
C 1.044 -4.889 -6.852
O 0.207 -4.216 -6.267
C 2.206 -4.262 -7.514
C 3.122 -4.997 -8.152
C 3.011 -6.467 -8.223
O 3.848 -7.140 -8.809
H 1.784 -8.173 -7.623
H 0.075 -6.804 -6.434
H 2.272 -3.183 -7.453
H 3.980 -4.552 -8.642
```

Strongest force on any atom ... 10.272 eV/Å
HOMO level ... -0.4286 hartree
Net charge ... +1
Orbital gap ... 6.77 eV
Molar mass ... 1222.751 g/mol